1.
ORCA calculation (wB97M-V/def2-TZVPD) on a molecular structure, C27H34Br2ClGe2MnN2 in a non-equilibrium geometry.

For the orbital gap (alpha / beta), the calculation gives 6.134 / 6.889 eV. As for the maximum force: 1.21 eV/Å. The energy relative to the best compared isomer or geometry (same formula, charge and spin) comes out at 148.76 kJ/mol. The total charge is +1. The spin multiplicity is 6. The calculation puts the LUMO energy (alpha / beta) at -3.76 / -3.96 eV. Its expectation value of S² is 8.795.

Positions of all 69 atoms, in Å:
Mn1 1.72645 -0.56625 -0.25867
C1 -2.41898 -3.46538 -1.47621
C2 -1.42568 -2.71171 -0.59233
Ge1 -0.40879 -1.36673 -1.64743
C3 0.30318 -2.39744 -3.16617
C4 -0.57690 -2.26084 -4.40562
C5 -1.77048 -0.04836 -2.08293
C6 -1.97211 0.93271 -1.20165
Ge2 -0.60570 1.00229 0.17802
C7 0.85905 2.33545 0.04131
C8 0.43583 3.79855 0.21266
C9 -1.23474 0.78857 2.02606
C10 -2.15128 1.90156 2.54189
C11 -3.16174 1.81815 -1.20678
C12 -4.40082 1.38443 -1.67167
C13 -5.49288 2.23577 -1.67554
C14 -5.37135 3.53809 -1.20618
C15 -4.14789 3.98055 -0.72532
C16 -3.05780 3.12173 -0.72171
H1 -2.98699 -4.19830 -0.90140
H2 -1.91975 -4.00395 -2.28266
H3 -3.13753 -2.78551 -1.93878
H4 -0.73400 -3.42001 -0.12625
H5 -1.96668 -2.20435 0.21212
H6 0.32766 -3.43631 -2.82251
H7 1.32331 -2.11312 -3.39537
H8 -1.61107 -2.55167 -4.21398
H9 -0.20565 -2.89188 -5.21443
H10 -0.58660 -1.23342 -4.77259
H11 -2.46697 -0.15770 -2.91427
H12 1.32600 2.20811 -0.93750
H13 1.60022 2.07949 0.80823
H14 -0.19363 4.12520 -0.61486
H15 1.31138 4.44926 0.22202
H16 -0.10843 3.97060 1.14180
H17 -0.33985 0.69834 2.65056
H18 -1.75202 -0.17270 2.08154
H19 -1.67965 2.88333 2.48251
H20 -2.41995 1.73281 3.58541
H21 -3.07481 1.95077 1.96532
H22 -4.52210 0.36592 -2.01986
H23 -6.44854 1.88051 -2.03769
H24 -6.22728 4.19935 -1.20855
H25 -4.03998 4.99103 -0.35379
H26 -2.10981 3.48759 -0.34348
Br1 1.28066 -3.23913 5.99505
C17 1.42443 -2.63792 4.23067
C18 0.37559 -2.79534 3.34400
C19 0.53313 -2.31495 2.05879
N1 1.65642 -1.73119 1.62858
C20 2.66813 -1.57782 2.49701
C21 2.58836 -2.01193 3.80740
C22 3.87251 -0.88555 1.96117
C23 5.07127 -0.87892 2.64789
C24 6.15514 -0.21576 2.08914
Br2 7.79498 -0.18083 2.98913
C25 6.00691 0.40536 0.86471
C26 4.77321 0.34102 0.24540
N2 3.71395 -0.28266 0.76983
H27 -0.54968 -3.26886 3.63835
H28 -0.26756 -2.38954 1.34008
H29 3.39499 -1.85943 4.50745
H30 5.18994 -1.38642 3.59252
H31 6.82622 0.92658 0.39177
H32 4.63607 0.80685 -0.71919
Cl1 1.48449 0.92028 -3.31570
C27 2.53359 0.05800 -2.13136
H33 3.13472 0.88514 -1.73530
H34 3.21793 -0.56151 -2.71067

---

2.
ORCA calculation (wB97M-V/def2-TZVPD) on a molecular structure, C19H32LaNO4P2 in a non-equilibrium geometry.

For the orbital gap, the calculation gives 6.986 eV. As for the maximum force: 3.13 eV/Å. The calculation puts the LUMO energy at 0.11 eV.

Positions of all 59 atoms, in Å:
C1 2.19762 -3.50957 1.72167
C2 1.36703 -2.66320 0.97901
N1 1.36408 -1.31834 1.19116
C3 2.14818 -0.79727 2.16503
C4 3.04131 -1.59132 2.88462
C5 3.06264 -2.96480 2.65926
C6 0.41610 -3.30813 -0.02449
P1 -0.24585 -2.22046 -1.38352
La1 0.27017 0.39065 -0.37360
P2 0.56265 1.66251 2.13024
C7 2.15042 0.71000 2.44817
C8 -1.98586 1.41147 -1.05562
C9 -1.74803 1.69667 -2.40351
C10 -2.71205 2.48213 -3.07850
C11 -3.84905 2.93482 -2.41158
C12 -4.03740 2.64837 -1.04812
C13 -3.07596 1.87963 -0.35614
O1 -2.10070 -3.89043 0.96621
O2 -3.30487 -1.46578 0.54909
H1 2.11708 -4.58090 1.54324
H2 3.71256 -1.09878 3.58139
H3 3.74301 -3.60146 3.21288
C14 1.03608 -2.26478 -2.68880
C15 -1.73555 -2.82329 -2.24103
H4 2.37021 0.89673 3.51150
H5 2.92124 1.20949 1.82642
H6 -0.55388 -3.62336 0.51119
H7 0.88388 -4.20201 -0.47193
C16 1.01461 3.39255 1.71333
C17 -0.25471 1.80840 3.72593
H8 -0.84665 1.33774 -2.91883
H9 -2.53294 2.72889 -4.12876
H10 -4.58686 3.53422 -2.94315
H11 -4.90652 3.01289 -0.51059
H12 -3.18968 1.68408 0.71954
H13 -2.46776 -0.91714 0.79580
H14 -3.83015 -0.85595 0.01028
H15 -2.56234 -3.00604 0.84568
H16 -2.18689 -4.11632 1.91135
H17 -1.32925 -0.30973 0.93139
H18 1.14936 -3.24824 -3.17250
H19 0.78827 -1.51468 -3.45213
H20 1.99866 -1.94622 -2.27272
H21 -1.66502 -3.82080 -2.69925
H22 -2.58994 -2.80254 -1.55330
H23 -1.98381 -2.10215 -3.03197
H24 0.29097 2.41265 4.46107
H25 -1.25175 2.23686 3.55420
H26 -0.42848 0.79838 4.11167
H27 1.45218 3.94618 2.55312
H28 1.70029 3.43701 0.85842
H29 0.10591 3.91719 1.38244
C18 2.89009 3.27624 -2.14667
C19 2.88497 1.77239 -2.24529
O3 3.48823 1.19314 -3.13446
O4 2.14891 1.18865 -1.27854
H30 3.51991 3.65431 -2.94698
H31 3.28391 3.63076 -1.19386
H32 1.88141 3.67870 -2.28944

---

3.
ORCA calculation (wB97M-V/def2-TZVPD) on a single C2H6N4 molecule in a non-equilibrium geometry.

For the orbital gap (alpha / beta), the calculation gives 8.841 / 8.215 eV. As for the maximum force: 2.97 eV/Å. The energy relative to the best compared isomer or geometry (same formula, charge and spin) comes out at 804.39 kJ/mol. The calculation puts the LUMO energy (alpha / beta) at 0.28 / -0.07 eV.

Positions of all 12 atoms, in Å:
C1 -0.18074 -1.11681 0.14027
C2 -0.98306 -0.65322 -0.91357
N1 0.02344 1.00882 1.36900
N2 0.84073 -0.12854 0.88143
N3 0.92201 1.08296 0.33028
N4 0.63725 1.51262 -0.83933
H1 -0.75734 -1.34575 1.13877
H2 0.45077 -1.88488 -0.21218
H3 -0.95611 -1.02376 -1.89945
H4 -1.94253 -0.23621 -0.71213
H5 0.42821 1.59119 2.12792
H6 1.51738 1.19357 -1.41101

---

4.
ORCA calculation (wB97M-V/def2-TZVPD) on a molecular structure, C15H17F5N2W in a non-equilibrium geometry.

For the orbital gap (alpha / beta), the calculation gives 7.143 / 4.752 eV. As for the maximum force: 5.12 eV/Å. The energy relative to the best compared isomer or geometry (same formula, charge and spin) comes out at 179.90 kJ/mol. The total charge is +2. The spin multiplicity is 3. The calculation puts the LUMO energy (alpha / beta) at -8.64 / -11.58 eV. Its expectation value of S² is 2.013.

Positions of all 40 atoms, in Å:
C1 -0.65419 -0.55180 2.75847
C2 2.33607 -0.09538 1.57861
H1 -0.55273 0.42737 3.21547
H2 0.18742 -1.13193 3.27335
H3 -1.65541 -0.91994 2.78838
H4 2.09500 0.97391 1.84224
H5 2.35113 -0.62227 2.57716
H6 3.07804 -0.37168 0.82672
C3 -1.51548 1.85130 1.18057
C4 -2.19946 2.95398 0.68495
C5 -1.85045 3.49123 -0.55238
C6 -0.82599 2.90126 -1.27354
H7 -1.81979 1.39923 2.12768
H8 -2.98948 3.36316 1.29749
H9 -2.37632 4.35614 -0.95295
H10 -0.51809 3.25522 -2.25970
N1 -0.47762 1.29861 0.50751
C7 -0.15506 1.79188 -0.74903
C8 0.80439 1.02033 -1.52201
N2 1.23906 -0.12659 -0.91177
C9 2.05851 -0.96261 -1.59251
C10 2.03180 0.47740 -3.52875
C11 2.47600 -0.68778 -2.89191
H11 2.34974 -1.87937 -1.07252
H12 3.14551 -1.38964 -3.37766
C12 1.17010 1.33155 -2.84360
H13 0.76363 2.23990 -3.29495
H14 2.34732 0.71843 -4.53717
W1 0.47451 -0.58131 1.17692
C13 0.94721 -2.53897 1.05917
H15 2.04460 -2.66139 1.10631
H16 0.61568 -2.96087 0.10230
H17 0.47766 -3.14870 1.85452
F1 -0.92269 -2.49703 -0.98027
C14 -1.29567 -1.49962 -0.08844
F2 -1.83926 -0.51765 -0.90546
C15 -2.51777 -2.04764 0.66738
F3 -3.48870 -2.47699 -0.18529
F4 -2.21597 -3.10352 1.47518
F5 -3.12323 -1.07821 1.41952